Here is a single C2H3Cl2N molecule at a distorted geometry from the Open Molecules 2025 dataset. Energies are from ωB97M-V/def2-TZVPD.

Each line ends with the natural charge from an NBO analysis.
CARTESIAN COORDINATES (ANGSTROEM)
H -1.412752 -1.526549 -0.407975  0.3418
N -1.414304 -0.492754 0.039607  -0.5847
C -0.323174 0.034649 0.364135  0.1090
C 1.262565 -0.292334 0.215112  -0.3105
Cl 1.818551 0.265374 1.792546  -0.0033
Cl 1.662876 -1.907323 -0.148810  0.0433
H -0.581529 1.002968 0.822228  0.1857
H 1.553887 0.347387 -0.521391  0.2187

Force components x, y, z for each atom (eV/Å):
0.61 2.84 1.13
-0.04 -3.80 -1.37
-0.03 0.33 -0.36
-4.14 -0.12 2.51
0.85 0.00 0.27
0.11 -0.96 -0.26
1.27 0.04 0.00
1.37 1.66 -1.92

Computed properties:
* HOMO energy: -10.066 eV
* SMILES: [H]/N=C\C(Cl)Cl



Here is a single C2H3Cl2N2P molecule at a distorted geometry from the Open Molecules 2025 dataset. Energies are from ωB97M-V/def2-TZVPD.

Each line ends with the natural charge from an NBO analysis.
CARTESIAN COORDINATES (ANGSTROEM)
H 0.811702 -0.062616 -1.730374  0.3453
N 0.991493 -0.987551 -1.327690  -0.5506
C 0.074414 -1.227917 -0.503496  0.0824
C -0.714924 -0.095449 0.096889  0.0723
Cl -1.168006 0.963470 -1.345697  -0.0620
Cl -2.106725 -0.850925 0.983856  -0.0210
N -0.069695 0.676922 1.099357  -0.8563
P 1.055500 1.699596 0.669021  0.8541
H 1.309739 1.994050 2.106308  -0.0576
H -0.183494 -2.109577 -0.048178  0.1935

Force components x, y, z for each atom (eV/Å):
0.73 0.15 0.30
-0.50 -1.18 -0.72
1.28 2.53 -0.47
-1.43 0.78 0.47
-0.77 -0.09 0.56
-0.30 0.32 -0.79
0.67 -0.33 -0.91
-0.07 0.22 1.91
0.23 0.16 -1.22
0.17 -2.56 0.87

Computed properties:
* HOMO energy: -10.051 eV
* SMILES: [H]/N=C\C(Cl)(Cl)/N=P/[H]



Here is 2 unconnected molecules or ions with the total composition C2H3Cl2NOSi at a distorted geometry from the Open Molecules 2025 dataset. Energies are from ωB97M-V/def2-TZVPD.

Each line ends with the natural charge from an NBO analysis.
CARTESIAN COORDINATES (ANGSTROEM)
C 2.087320 -0.358162 -0.604738  0.5160
C -1.139468 0.187739 -0.748246  -1.0712
N 2.536013 -1.177514 -1.297048  -0.5700
O 1.781181 0.565346 0.130135  -0.7233
Si -0.521730 -0.021665 1.094006  1.5923
Cl -0.929245 1.633948 2.205871  -0.3311
Cl -0.266452 -1.424373 2.406917  -0.2581
H -1.600246 1.185454 -0.821891  0.2755
H -0.188616 0.128795 -1.335164  0.3025
H -1.758755 -0.719569 -1.029841  0.2675

Force components x, y, z for each atom (eV/Å):
1.46 -1.19 -1.02
0.75 -1.89 0.93
-0.36 -0.68 -0.51
-3.02 1.34 2.72
1.30 3.15 -2.64
0.10 -0.21 -0.40
0.22 -1.42 0.27
-0.03 -0.64 0.06
-0.81 0.13 0.40
0.37 1.42 0.20

Computed properties:
* HOMO energy: -9.047 eV



Number 1: HOMO-LUMO gap 0.399 hartree, calculated total energy -28656.1946 eV. Number 2: HOMO-LUMO gap 0.313 hartree, calculated total energy -39434.0139 eV. Number 3: HOMO-LUMO gap 0.293 hartree, calculated total energy -38583.3939 eV.